No. 1
{"formula": "C43H73F4N2O14P", "method": "ωB97M-V/def2-TZVPD", "species": ["C", "C", "N", "C", "C", "C", "F", "C", "C", "C", "C", "C", "C", "N", "O", "C", "O", "C", "C", "C", "C", "P", "C", "C", "C", "F", "F", "F", "H", "H", "H", "H", "H", "H", "H", "H", "H", "H", "H", "H", "H", "H", "H", "H", "H", "H", "H", "H", "H", "H", "H", "H", "H", "H", "H", "H", "H", "H", "H", "H", "H", "H", "H", "H", "H", "O", "C", "C", "C", "C", "O", "H", "H", "H", "H", "H", "H", "O", "C", "C", "C", "C", "O", "H", "H", "H", "H", "H", "H", "O", "C", "C", "C", "C", "O", "H", "H", "H", "H", "H", "H", "O", "C", "C", "C", "C", "O", "H", "H", "H", "H", "H", "H", "O", "C", "C", "C", "C", "O", "H", "H", "H", "H", "H", "H", "O", "C", "C", "C", "C", "O", "H", "H", "H", "H", "H", "H"], "xyz": [[-3.966, 2.910, 2.886], [-3.824, 2.347, 1.570], [-3.141, 1.113, 1.444], [-2.387, 0.774, 0.215], [-2.251, -0.842, 0.430], [-2.181, -1.739, -0.860], [-3.378, -1.363, 1.185], [-3.306, 1.152, -1.025], [-4.732, 0.368, -0.970], [-2.757, 0.898, -2.499], [-3.553, 1.894, -3.507], [-0.893, 1.463, 0.181], [-1.064, 2.917, -0.489], [-0.034, 3.921, -0.122], [-0.168, 0.594, -0.686], [1.074, 0.985, -1.212], [1.896, -0.222, -1.268], [2.513, -0.493, 0.008], [3.958, -1.145, -0.327], [4.705, -1.426, 1.059], [5.166, -0.038, 1.760], [1.081, 1.559, -3.060], [1.293, 3.428, -3.191], [2.713, 0.862, -3.791], [-0.286, 1.677, 1.632], [1.085, 2.024, 1.672], [-0.324, 0.555, 2.492], [-0.899, 2.716, 2.365], [-4.218, 2.278, 3.792], [-3.866, 4.045, 2.930], [-4.367, 2.955, 0.776], [-2.749, 0.758, 2.311], [-1.345, -1.119, 1.054], [-1.734, -2.747, -0.547], [-3.210, -1.977, -1.267], [-1.477, -1.356, -1.678], [-3.624, 2.252, -1.080], [-5.065, 0.120, 0.079], [-5.529, 1.069, -1.395], [-4.738, -0.532, -1.677], [-1.664, 1.098, -2.676], [-2.980, -0.149, -2.909], [-3.227, 2.956, -3.273], [-4.671, 1.783, -3.317], [-3.276, 1.582, -4.574], [-1.084, 2.864, -1.638], [-2.061, 3.411, -0.211], [-0.279, 4.791, -0.627], [0.908, 3.696, -0.450], [1.711, 1.749, -0.677], [1.929, -1.311, 0.534], [2.736, 0.418, 0.640], [3.851, -2.067, -0.985], [4.513, -0.338, -0.928], [3.930, -1.910, 1.749], [5.614, -2.092, 0.899], [4.439, 0.173, 2.610], [5.092, 0.834, 1.027], [6.223, -0.157, 2.177], [1.703, 3.771, -4.188], [1.994, 3.824, -2.368], [0.298, 3.965, -3.008], [2.500, -0.170, -4.190], [3.515, 0.909, -2.994], [2.995, 1.615, -4.608], [0.199, -3.957, 6.981], [0.089, -2.932, 6.361], [-0.292, -1.596, 6.942], [-0.654, -0.801, 5.705], [0.216, -1.434, 4.644], [0.338, -2.812, 5.028], [0.572, -1.174, 7.458], [-1.138, -1.692, 7.621], [-0.492, 0.273, 5.811], [-1.709, -0.959, 5.462], [1.217, -0.993, 4.608], [-0.235, -1.365, 3.656], [4.623, -0.365, -5.591], [4.899, 0.443, -6.436], [4.519, 0.364, -7.890], [5.438, 1.392, -8.517], [5.640, 2.379, -7.389], [5.576, 1.597, -6.189], [3.467, 0.638, -7.998], [4.699, -0.634, -8.289], [5.035, 1.850, -9.422], [6.393, 0.923, -8.774], [4.851, 3.136, -7.353], [6.607, 2.879, -7.449], [-7.772, 0.814, -1.323], [-8.174, 1.815, -1.851], [-9.618, 2.165, -2.095], [-9.507, 3.289, -3.106], [-8.172, 3.907, -2.761], [-7.366, 2.823, -2.281], [-10.065, 2.504, -1.157], [-10.165, 1.314, -2.496], [-10.334, 3.999, -3.066], [-9.472, 2.870, -4.117], [-8.253, 4.657, -1.969], [-7.694, 4.362, -3.630], [5.233, 6.647, 4.232], [4.239, 6.045, 3.926], [3.307, 5.342, 4.876], [2.503, 4.461, 3.941], [2.519, 5.254, 2.654], [3.777, 5.943, 2.651], [2.680, 6.085, 5.375], [3.861, 4.754, 5.606], [1.496, 4.242, 4.299], [3.023, 3.509, 3.796], [1.716, 5.995, 2.612], [2.451, 4.610, 1.776], [4.471, -8.052, 5.731], [3.506, -7.417, 5.394], [2.522, -7.811, 4.325], [1.792, -6.508, 4.066], [1.881, -5.814, 5.407], [3.130, -6.246, 5.970], [1.855, -8.580, 4.721], [3.035, -8.168, 3.433], [0.768, -6.640, 3.717], [2.332, -5.929, 3.311], [1.075, -6.107, 6.083], [1.880, -4.730, 5.308], [1.411, -5.781, 0.824], [0.942, -6.063, -0.246], [-0.073, -5.251, -1.004], [-0.571, -6.245, -2.034], [0.635, -7.135, -2.234], [1.300, -7.160, -0.965], [0.428, -4.398, -1.468], [-0.875, -4.916, -0.348], [-0.922, -5.782, -2.957], [-1.396, -6.827, -1.614], [1.326, -6.738, -2.983], [0.351, -8.149, -2.519]], "forces_ev_per_angstrom": [[-0.4, -0.3, -2.4], [0.2, 1.3, 4.1], [-0.9, 1.8, -1.5], [-1.0, -1.2, 1.2], [0.4, -1.0, -0.9], [0.6, -1.0, -0.1], [1.4, 0.8, -0.9], [-1.1, -0.7, -1.4], [-0.2, 0.9, -0.4], [-0.6, 0.5, -1.3], [0.5, -0.9, 0.7], [-1.6, 1.2, -1.2], [-0.3, 0.9, -0.7], [-0.1, 0.5, -0.3], [0.3, 0.9, 1.2], [3.1, -0.4, -1.0], [-0.9, 1.9, 1.1], [1.9, -2.0, -0.5], [-0.3, 0.9, 0.4], [-0.3, 0.8, -0.3], [-0.4, -0.7, 0.0], [-0.6, -0.7, -1.5], [0.4, 1.1, 1.6], [-0.3, 1.3, 0.7], [1.3, 0.9, 2.8], [-2.2, -0.7, -0.7], [-0.4, 1.6, -1.8], [0.9, -2.3, -1.8], [1.4, 0.9, -1.0], [-1.3, -1.7, 0.1], [1.8, -1.1, 0.4], [-0.2, 0.3, -0.3], [-1.1, 0.8, -0.6], [-0.7, 1.4, -0.3], [1.3, 0.6, 0.5], [-1.2, -0.3, 1.3], [0.9, -1.5, 0.7], [0.5, 0.0, -1.3], [1.2, -1.0, 0.7], [0.1, 1.1, 1.3], [-1.1, -0.3, 0.5], [0.4, 1.4, 1.0], [-0.5, -1.1, -0.5], [1.4, 0.3, -0.5], [-0.5, 0.7, 1.5], [-0.2, -0.8, 1.6], [1.4, -1.1, 0.0], [0.2, -0.7, 0.6], [-0.5, -0.2, 0.1], [-1.3, -0.7, 0.3], [0.4, 1.3, -0.2], [-0.8, -0.9, -0.7], [0.0, 1.1, 1.0], [-0.6, -1.3, 0.8], [1.3, 0.3, -0.9], [-1.4, 0.7, 0.3], [1.1, -0.1, -1.0], [0.4, -1.2, 1.0], [-1.5, 0.4, -0.6], [-0.5, -0.7, 1.1], [-0.7, -0.4, -1.3], [1.3, -0.9, -0.4], [0.5, 1.3, 0.5], [-0.7, -0.4, -1.1], [-0.4, -1.3, 1.0], [-0.2, 0.4, -0.7], [0.2, -0.5, 0.8], [-0.4, 0.3, -0.2], [-0.3, 0.5, 0.1], [0.0, 0.2, -0.4], [-0.1, -0.2, 0.4], [-0.1, -0.1, 0.1], [0.3, -0.1, 0.2], [0.0, -0.1, -0.1], [0.1, 0.0, 0.0], [0.0, 0.0, 0.0], [0.2, -0.3, 0.1], [0.5, 0.5, -0.2], [-0.5, -0.7, 0.5], [0.4, 0.1, -0.4], [0.0, 0.0, -0.6], [0.2, 0.4, -0.2], [-0.1, -0.3, 0.1], [0.0, -0.1, 0.1], [-0.3, 0.0, 0.2], [0.1, 0.0, 0.1], [-0.1, 0.1, 0.0], [0.0, 0.0, 0.0], [-0.1, 0.0, 0.3], [0.0, 0.6, -0.4], [0.0, -0.8, 0.7], [-0.2, 0.2, -0.5], [-0.5, 0.1, -0.3], [0.0, 0.5, -0.2], [0.0, -0.3, 0.1], [0.0, -0.2, 0.0], [0.1, -0.1, 0.4], [0.1, 0.0, 0.0], [0.0, 0.1, 0.1], [0.0, -0.1, 0.0], [0.2, -0.1, 0.2], [-0.3, -0.2, -0.6], [0.6, 0.6, 0.5], [-0.2, -0.5, -0.1], [-0.3, -0.4, 0.3], [-0.4, -0.2, -0.3], [0.3, 0.0, 0.2], [0.1, 0.0, 0.1], [0.0, 0.4, 0.1], [0.0, 0.0, -0.1], [-0.1, 0.1, 0.0], [0.0, 0.0, 0.0], [0.1, 0.2, 0.0], [-0.2, 0.6, 0.1], [0.4, -0.6, 0.3], [-0.2, 0.3, -0.4], [-0.2, 0.1, -0.4], [-0.3, 0.2, -0.1], [0.4, -0.4, -0.1], [0.1, -0.1, 0.0], [0.0, -0.3, 0.2], [0.1, 0.1, 0.0], [-0.1, -0.1, 0.0], [0.1, 0.1, 0.0], [0.1, -0.2, 0.2], [0.0, -0.5, -0.4], [0.4, 0.5, 0.6], [-0.4, -0.2, -0.2], [-0.5, 0.1, -0.3], [0.0, -0.2, -0.4], [0.0, 0.2, 0.3], [0.0, 0.0, 0.1], [0.3, 0.2, 0.1], [0.1, -0.1, 0.0], [0.1, 0.0, -0.1], [0.0, 0.0, 0.1], [0.2, 0.0, 0.2]], "lowdin_charge": [-0.047, -0.188, 0.007, -0.231, -0.211, -0.036, -0.066, -0.260, -0.052, -0.230, -0.097, -0.210, -0.158, 0.004, -0.067, -0.481, -0.188, -0.196, -0.177, -0.238, -0.125, 0.959, -0.330, -0.285, -0.329, 0.062, 0.063, 0.083, 0.049, 0.048, 0.126, 0.124, 0.140, 0.070, 0.083, 0.094, 0.110, 0.088, 0.051, 0.087, 0.039, 0.105, 0.070, 0.066, 0.083, 0.101, 0.132, 0.090, 0.034, 0.124, 0.134, 0.112, 0.117, 0.112, 0.104, 0.105, 0.064, 0.071, 0.075, 0.043, 0.043, 0.028, 0.046, 0.048, 0.040, 0.117, -0.468, -0.076, -0.162, -0.164, 0.022, 0.136, 0.130, 0.120, 0.124, 0.132, 0.103, 0.100, -0.488, -0.079, -0.165, -0.163, 0.025, 0.135, 0.129, 0.118, 0.122, 0.127, 0.127, 0.116, -0.472, -0.078, -0.164, -0.161, 0.013, 0.136, 0.130, 0.119, 0.122, 0.129, 0.127, 0.118, -0.483, -0.082, -0.168, -0.165, 0.027, 0.134, 0.128, 0.118, 0.118, 0.130, 0.111, 0.104, -0.485, -0.081, -0.164, -0.165, 0.035, 0.132, 0.127, 0.118, 0.109, 0.121, 0.102, 0.118, -0.474, -0.088, -0.162, -0.163, 0.033, 0.135, 0.116, 0.119, 0.122, 0.129, 0.127], "e_homo_ev": -7.479, "smiles": "C=CN[C@@]([C@H](C)F)([C@H](C)CC)[C@](CN)(O[C@@H](OCCCC)P(C)C)C(F)(F)F.O=C1CCCO1.O=C1CCCO1.O=C1CCCO1.O=C1CCCO1.O=C1CCCO1.O=C1CCCO1", "homo_lumo_gap_ev": 7.7}

***

No. 2
{"formula": "C43H73I2N4O5", "method": "ωB97M-V/def2-TZVPD", "species": ["C", "C", "C", "C", "C", "C", "O", "O", "C", "C", "C", "C", "N", "C", "C", "C", "I", "C", "C", "I", "C", "C", "C", "C", "C", "C", "O", "C", "N", "C", "C", "C", "C", "O", "C", "C", "C", "O", "C", "C", "H", "H", "H", "H", "H", "H", "H", "H", "H", "H", "H", "H", "H", "H", "H", "H", "H", "H", "H", "H", "H", "H", "H", "H", "H", "H", "H", "H", "H", "H", "H", "H", "H", "H", "H", "H", "H", "H", "H", "H", "H", "H", "H", "C", "C", "N", "C", "C", "C", "C", "H", "H", "H", "H", "H", "H", "H", "H", "H", "H", "H", "H", "H", "H", "H", "C", "C", "N", "C", "C", "C", "C", "H", "H", "H", "H", "H", "H", "H", "H", "H", "H", "H", "H", "H", "H", "H"], "xyz": [[-2.224, 0.149, 5.100], [-1.580, 1.309, 5.186], [-1.037, 2.119, 4.030], [-1.460, 1.617, 2.675], [-2.498, 2.193, 1.928], [-3.159, 3.462, 2.423], [-2.452, 4.394, 2.684], [-4.499, 3.599, 2.462], [-5.268, 2.657, 3.148], [-6.500, 2.302, 2.630], [-7.249, 1.400, 3.367], [-6.721, 0.907, 4.559], [-5.548, 1.277, 5.062], [-4.834, 2.158, 4.364], [-2.859, 1.640, 0.700], [-3.999, 2.197, -0.073], [-3.656, 4.064, -0.950], [-5.179, 1.593, -0.215], [-6.331, 2.150, -1.002], [-5.547, -0.280, 0.668], [-2.135, 0.572, 0.176], [-2.433, 0.022, -1.183], [-1.822, 0.925, -2.298], [-2.750, 1.067, -3.506], [-2.626, -0.065, -4.526], [-3.115, -1.415, -4.019], [-3.231, -2.365, -5.059], [-2.007, -2.931, -5.483], [-1.107, 0.059, 0.902], [-0.314, -1.044, 0.313], [-0.816, -2.430, 0.749], [0.325, -3.398, 1.039], [-0.127, -4.855, 0.991], [0.140, -5.384, -0.295], [-0.989, -5.976, -0.912], [-0.778, 0.538, 2.132], [0.387, -0.055, 2.901], [1.503, 0.801, 2.806], [2.536, 0.431, 1.891], [2.444, 1.248, 0.603], [-2.312, -0.510, 5.952], [-2.730, -0.168, 4.193], [-1.400, 1.744, 6.163], [-1.348, 3.150, 4.163], [0.049, 2.113, 4.118], [-6.848, 2.710, 1.693], [-8.215, 1.070, 3.014], [-7.290, 0.183, 5.128], [-3.890, 2.479, 4.786], [-6.703, 3.054, -0.521], [-5.981, 2.409, -2.003], [-7.127, 1.424, -1.126], [-3.499, -0.057, -1.348], [-2.041, -0.980, -1.291], [-0.852, 0.540, -2.614], [-1.697, 1.920, -1.870], [-2.514, 1.996, -4.027], [-3.785, 1.174, -3.169], [-3.169, 0.166, -5.441], [-1.569, -0.169, -4.784], [-4.106, -1.339, -3.567], [-2.428, -1.828, -3.268], [-1.933, -2.870, -6.568], [-1.139, -2.418, -5.060], [-1.950, -3.983, -5.194], [-0.320, -0.938, -0.762], [0.719, -0.929, 0.613], [-1.406, -2.299, 1.658], [-1.469, -2.853, -0.015], [0.760, -3.225, 2.026], [1.139, -3.281, 0.323], [-1.189, -4.953, 1.236], [0.409, -5.448, 1.737], [-1.360, -6.826, -0.336], [-1.785, -5.238, -1.048], [-0.685, -6.332, -1.894], [0.614, -1.069, 2.583], [0.105, -0.119, 3.949], [3.464, 0.684, 2.401], [2.551, -0.646, 1.707], [3.006, 0.783, -0.203], [1.391, 1.369, 0.345], [2.839, 2.241, 0.808], [2.930, 5.630, 2.014], [3.976, 4.958, 2.893], [5.241, 4.724, 2.224], [6.140, 3.875, 2.988], [6.667, 4.391, 4.333], [5.848, 5.894, 1.607], [6.175, 7.095, 2.504], [2.743, 5.044, 1.111], [1.992, 5.714, 2.564], [3.219, 6.637, 1.715], [3.577, 3.985, 3.199], [4.081, 5.551, 3.815], [6.988, 3.617, 2.348], [5.614, 2.930, 3.169], [7.449, 5.138, 4.205], [7.107, 3.564, 4.894], [5.878, 4.822, 4.948], [5.184, 6.233, 0.809], [6.755, 5.566, 1.093], [5.375, 7.308, 3.213], [6.309, 7.986, 1.887], [7.098, 6.953, 3.063], [4.983, -5.687, -4.927], [3.971, -4.984, -4.035], [3.018, -4.172, -4.773], [2.214, -3.322, -3.918], [1.250, -3.990, -2.928], [2.299, -4.855, -5.836], [1.450, -6.080, -5.464], [5.532, -4.967, -5.535], [5.700, -6.228, -4.308], [4.515, -6.415, -5.589], [4.514, -4.318, -3.359], [3.483, -5.739, -3.398], [1.652, -2.632, -4.555], [2.905, -2.691, -3.348], [0.358, -4.372, -3.425], [0.912, -3.256, -2.190], [1.712, -4.808, -2.378], [3.028, -5.161, -6.589], [1.670, -4.118, -6.342], [1.961, -6.732, -4.755], [1.245, -6.669, -6.360], [0.486, -5.800, -5.040]], "forces_ev_per_angstrom": [[-0.1, 0.1, 0.1], [-0.1, -0.3, -0.1], [-0.8, 0.2, 0.4], [0.1, 0.2, -0.2], [-0.2, -0.6, 0.3], [0.7, 0.8, 0.2], [-0.2, -0.2, -0.2], [-0.2, -0.3, 0.1], [0.1, 0.1, -0.3], [0.0, 0.0, 0.4], [0.2, 0.2, 0.1], [-0.2, 0.0, -0.1], [0.1, 0.0, -0.2], [-0.3, -0.2, -0.1], [-0.2, 0.2, 0.1], [-0.2, -0.4, 0.1], [0.0, 0.1, 0.0], [0.0, 0.1, -0.1], [0.3, -0.2, -0.2], [0.2, -0.1, -0.1], [0.1, -0.2, 0.2], [0.5, 0.0, -0.5], [-0.7, 0.1, 0.3], [0.2, 0.0, -0.4], [0.1, -0.2, 0.3], [0.1, -0.4, -0.2], [-0.1, 0.1, 0.0], [0.1, -0.1, -0.1], [-0.1, 0.3, -0.3], [0.3, -0.5, 0.2], [0.1, 0.3, 0.1], [0.1, -0.3, 0.2], [0.2, -0.2, 0.0], [-0.3, 0.0, -0.1], [0.1, 0.0, 0.0], [-0.2, -0.1, -0.1], [0.1, 0.1, -0.1], [0.1, -0.3, 0.1], [0.3, 0.4, -0.1], [-0.2, 0.0, 0.6], [-0.5, 0.3, 0.2], [0.5, -0.3, -0.2], [0.6, -0.3, 0.1], [0.1, 0.2, -0.1], [0.1, 0.1, -0.1], [0.0, 0.1, 0.0], [0.0, 0.0, 0.0], [0.0, 0.0, 0.1], [0.0, 0.0, 0.0], [-0.1, 0.1, -0.1], [0.0, 0.2, 0.0], [-0.1, 0.0, 0.2], [-0.1, 0.1, 0.2], [-0.2, -0.2, 0.1], [0.1, 0.1, 0.1], [0.3, 0.0, -0.1], [0.1, 0.1, 0.1], [0.0, 0.0, 0.0], [-0.1, 0.1, 0.0], [0.0, 0.1, -0.2], [-0.1, 0.1, 0.0], [0.0, 0.1, 0.2], [0.0, 0.0, 0.0], [0.0, 0.1, 0.0], [-0.1, 0.0, 0.1], [0.1, 0.1, -0.1], [0.0, 0.2, 0.1], [-0.2, -0.1, 0.0], [-0.1, 0.0, 0.0], [-0.1, 0.3, 0.0], [0.0, -0.1, -0.1], [-0.1, 0.1, 0.0], [0.1, 0.0, 0.0], [-0.1, 0.0, 0.0], [-0.1, 0.0, 0.0], [0.1, 0.0, 0.0], [0.1, -0.1, 0.0], [-0.1, 0.0, 0.0], [0.1, -0.1, 0.0], [-0.2, -0.1, 0.1], [0.0, 0.1, -0.1], [0.0, -0.1, -0.3], [0.0, 0.1, -0.2], [0.0, 0.0, 0.0], [-0.2, 0.1, 0.0], [0.0, -0.1, 0.0], [0.0, -0.2, 0.0], [0.1, 0.0, 0.0], [0.0, 0.2, -0.1], [0.1, 0.0, -0.1], [0.0, 0.0, 0.0], [0.0, 0.0, 0.0], [0.0, 0.0, 0.0], [0.1, 0.0, 0.1], [0.0, 0.0, 0.0], [0.0, 0.1, 0.0], [-0.1, 0.0, 0.0], [0.0, 0.1, 0.0], [0.0, 0.0, 0.0], [0.0, 0.0, 0.0], [-0.1, 0.0, 0.0], [0.0, -0.1, 0.1], [0.0, 0.0, 0.0], [0.0, 0.0, 0.0], [0.0, 0.0, 0.1], [0.0, 0.0, 0.0], [0.0, -0.1, 0.0], [-0.1, 0.0, 0.0], [0.0, 0.2, 0.1], [-0.1, 0.1, -0.1], [0.0, -0.1, -0.2], [0.0, 0.0, -0.1], [0.0, 0.0, 0.0], [0.0, 0.0, 0.0], [0.0, 0.0, 0.0], [-0.1, 0.0, 0.0], [0.0, 0.0, 0.0], [0.0, 0.0, -0.1], [0.1, -0.1, 0.0], [0.0, -0.1, 0.0], [0.0, 0.0, 0.0], [0.0, 0.0, 0.0], [0.0, 0.0, 0.0], [0.0, 0.1, 0.1], [0.0, 0.0, 0.0], [0.0, 0.0, 0.0], [0.0, 0.0, 0.1]], "lowdin_charge": [0.011, -0.155, -0.111, -0.060, 0.023, -0.461, 0.176, 0.069, -0.217, -0.048, -0.079, -0.132, 0.097, -0.065, -0.198, -0.720, 1.121, -0.772, -0.181, 1.077, -0.128, -0.142, -0.154, -0.201, -0.165, -0.238, -0.176, -0.101, 0.094, -0.103, -0.141, -0.164, -0.223, -0.201, -0.098, -0.055, -0.122, -0.117, -0.232, -0.041, 0.070, 0.068, 0.116, 0.113, 0.128, 0.110, 0.112, 0.111, 0.116, 0.075, 0.062, 0.059, 0.059, 0.085, 0.120, 0.070, 0.115, 0.105, 0.127, 0.112, 0.130, 0.111, 0.093, 0.072, 0.085, 0.118, 0.096, 0.129, 0.115, 0.112, 0.119, 0.123, 0.126, 0.093, 0.084, 0.084, 0.109, 0.124, 0.121, 0.112, 0.085, 0.065, 0.071, -0.089, -0.281, -0.202, -0.252, -0.082, -0.245, -0.079, 0.069, 0.072, 0.067, 0.109, 0.102, 0.112, 0.100, 0.058, 0.072, 0.066, 0.099, 0.115, 0.068, 0.073, 0.056, -0.087, -0.272, -0.196, -0.249, -0.086, -0.242, -0.077, 0.082, 0.075, 0.065, 0.117, 0.101, 0.104, 0.108, 0.048, 0.053, 0.067, 0.102, 0.112, 0.069, 0.075, 0.046], "e_homo_ev": -9.710, "charge": 1, "homo_lumo_gap_ev": 5.9}